Record 1
Here is a single C4H8S2 molecule from OMol25. Energies are from wB97M-V/def2-TZVPD.

Geometry as XYZ:
```
14
Properties=species:S:1:pos:R:3:forces:R:3:nbo_charge:R:1
C 2.84619 -0.27668 -0.24602 0.9870 2.0731 -2.4150 -0.7898
S 1.22373 -0.54374 0.36259 -0.8380 -0.5041 0.5595 0.2292
C 0.32642 0.83390 -0.36135 0.2356 -1.0956 1.1347 -0.3606
C -0.64094 1.57135 0.54023 1.2038 0.8433 0.2892 -0.4303
C -1.16915 0.69271 -0.46498 -1.2542 -0.9409 -2.7262 -0.3643
S -2.06425 -0.84231 -0.11292 0.2576 0.5091 1.4545 -0.0043
H 3.12425 -1.13896 -0.85583 0.6423 -0.2203 0.8294 0.2349
H 2.77840 0.48402 -1.11057 0.0373 -0.7608 1.3352 0.2153
H 3.60122 0.17054 0.44832 -0.6011 -0.9412 -0.4387 0.2273
H 0.97138 1.33596 -1.08790 -0.8046 0.1831 0.1453 0.2332
H -0.78383 1.31371 1.56431 0.3362 -0.3380 0.6064 0.2247
H -0.53113 2.60627 0.36716 -0.7497 1.1899 -0.1316 0.2238
H -1.66420 1.07018 -1.36904 0.4689 0.3365 0.4069 0.2324
H -2.22288 -0.59250 1.24148 0.0788 -0.3342 -1.0497 0.1284
```
Forces are in eV/Å.

## Properties
Multiplicity   1
Structure (SMILES)   CS[C@@H]1C[C@@H]1S
HOMO energy   -8.11 eV
E_tot   -25946.337 eV
HOMO-LUMO gap   9.0 eV
Net charge   0

Record 2
Here is 2 unconnected molecules or ions with the total composition C14H17ClF6NO6S2Si from OMol25. Energies are from wB97M-V/def2-TZVPD.

Geometry as XYZ:
```
48
Properties=species:S:1:pos:R:3:forces:R:3:nbo_charge:R:1
C -1.51237 1.33562 -2.88885 0.4499 0.0480 0.2837 -1.1095
Si -0.66473 -0.03550 -1.90431 -0.1833 -0.2811 -0.6499 1.6292
C -0.56158 -1.52728 -3.05669 0.1513 0.1268 0.2467 -1.1104
C 1.12720 0.45004 -1.51155 -0.3569 -0.0593 0.3545 -0.8635
C 1.30096 1.28361 -0.23565 0.2175 -0.1712 -0.2648 -0.4943
C 1.01830 2.76290 -0.43302 -0.5903 0.0648 0.0862 0.8407
F 1.22451 3.17201 -1.69023 0.2054 0.0638 -0.1169 -0.3126
F -0.31044 2.97944 -0.18541 -0.0882 0.0707 0.0151 -0.3449
N 1.69594 3.71063 0.47419 0.9005 -1.2060 -0.0337 -0.7080
C 1.37429 3.46819 1.88362 -0.3911 0.6848 -0.2397 -0.3561
C 0.51104 4.56630 2.48097 0.3241 0.1051 -1.0588 0.5562
O 0.09329 4.49765 3.56724 -0.5541 -0.1466 1.6586 -0.4836
Cl 0.13847 5.96447 1.47270 0.0827 0.0801 -0.2075 -0.0536
S 3.29256 4.00892 0.20283 -0.3277 1.6978 0.0191 2.5499
O 3.74357 4.79807 1.29243 0.0622 -0.3109 0.1844 -0.9155
O 3.51104 4.43219 -1.12389 -0.0194 -0.3709 -0.2018 -0.8778
F 3.97158 2.61842 0.35222 0.1806 -0.4001 0.0826 -0.4762
C -1.54456 -0.46012 -0.30905 -0.0460 0.3732 -0.1968 -0.4324
C -1.28570 -1.69988 0.28773 -0.2233 0.6464 -0.0716 -0.2220
C -1.88553 -2.03092 1.49687 0.0332 0.5304 -0.2638 -0.1850
C -2.73530 -1.10284 2.09208 -0.1471 -0.0888 0.2208 -0.2136
C -3.02060 0.12982 1.51097 0.4320 -0.0167 -0.4508 -0.2373
C -2.41547 0.45913 0.30063 0.2893 -0.7263 0.1075 -0.2293
H -1.95995 2.11395 -2.27732 -0.1589 0.0668 0.0382 0.2333
H -2.23956 0.93752 -3.58930 -0.2268 -0.0792 0.0398 0.2353
H -0.73044 1.81819 -3.47670 0.0459 0.0761 -0.1333 0.2324
H -1.22742 -2.32935 -2.74860 -0.1079 -0.0730 0.0432 0.2578
H -0.80507 -1.25025 -4.07955 -0.0613 0.0671 -0.1308 0.2266
H 0.44631 -1.93763 -3.05873 0.0941 -0.1177 0.0087 0.2417
H 1.61599 0.90749 -2.36778 0.0673 0.1112 -0.0843 0.2378
H 1.65320 -0.48528 -1.32721 -0.0078 -0.2087 -0.0221 0.2509
H 0.59741 0.93188 0.51442 -0.0968 -0.0546 0.1595 0.2467
H 2.29321 1.10600 0.16622 0.1357 0.3056 0.0448 0.2284
H 0.80203 2.55781 2.02514 0.0104 -0.1970 -0.1326 0.2646
H 2.25688 3.41822 2.50867 0.1822 -0.0527 0.0296 0.2685
H -0.60301 -2.36431 -0.22068 0.0287 -0.3794 0.1750 0.2406
H -1.65459 -2.97733 1.94842 -0.0921 -0.1609 0.2084 0.2585
H -3.19066 -1.34581 3.04337 -0.0448 -0.0466 0.0512 0.2034
H -3.67749 0.84284 1.98576 -0.1307 -0.0249 0.1597 0.2025
H -2.58967 1.40492 -0.19012 -0.1683 0.1770 0.1049 0.2005
C 0.55151 -6.68930 0.97462 0.0059 0.0167 -0.0210 0.6780
F 0.02605 -7.30027 2.04859 -0.0023 -0.0232 0.0174 -0.3333
F 1.88567 -6.68727 1.12880 0.0205 -0.0146 0.0039 -0.3337
F 0.27383 -7.45153 -0.09510 0.0019 -0.0293 -0.0144 -0.3332
S -0.11041 -4.98237 0.77961 0.0027 0.2597 -0.1367 2.3441
O 0.28901 -4.33277 2.01107 0.0462 -0.1076 0.0824 -1.0021
O -1.53354 -5.18999 0.62836 -0.0305 -0.1318 0.0450 -0.9952
O 0.56420 -4.49626 -0.40775 0.0853 -0.0927 -0.0396 -1.0047
```
Forces are in eV/Å.

## Properties
Multiplicity   1
HOMO energy   -6.24 eV
E_tot   -86948.298 eV
HOMO-LUMO gap   8.4 eV
Net charge   -1

Record 3
Here is a single C3H4N2O molecule from OMol25. Energies are from wB97M-V/def2-TZVPD.

Geometry as XYZ:
```
10
Properties=species:S:1:pos:R:3:forces:R:3:nbo_charge:R:1
O 1.87607 -0.00515 -0.40536 3.4929 -2.2017 2.6748 -0.6743
C 0.72174 -0.09824 0.36945 -0.9986 0.0071 0.5401 -0.0496
C -0.36989 -1.11159 0.04105 1.2425 -1.2527 -0.0746 0.0556
N -1.51104 -0.63484 -0.14505 -0.3502 1.4716 0.0718 -0.2354
N -1.35201 0.82378 -0.12051 1.5700 0.8915 0.2336 -0.2469
C -0.10610 1.11453 0.14589 -2.3545 0.6831 -0.5075 0.0413
H 2.62851 -0.41114 0.23970 -2.3619 1.4821 -2.8274 0.4798
H 0.92867 -0.28357 1.45968 -0.0974 0.4312 -0.6962 0.2090
H -0.26818 -2.18542 0.01766 0.3314 -0.2058 0.1573 0.1992
H 0.26935 2.17055 0.04639 -0.4742 -1.3064 0.4281 0.2213
```
Forces are in eV/Å.

## Properties
Multiplicity   1
Structure (SMILES)   OC1C=NN=C1
HOMO energy   -10.13 eV
E_tot   -8200.793 eV
HOMO-LUMO gap   10.0 eV
Net charge   0

Record 4
Here is a molecular structure, C42H36BN4OP2PdS from OMol25. Energies are from wB97M-V/def2-TZVPD.

Geometry as XYZ:
```
88
Properties=species:S:1:pos:R:3:forces:R:3:lowdin_charge:R:1
Pd -0.62342 0.07600 -0.73612 -0.1990 -0.3689 -1.0052 0.7488
O 2.48187 -0.74744 3.63384 0.2755 -0.1174 0.3045 -0.4585
S 1.74471 -0.55891 2.37309 0.1404 -0.0866 -0.3459 0.9225
C 2.24637 -1.91033 1.25665 -0.4476 0.0103 -0.1964 -0.3652
C 3.54490 -2.38890 1.28325 0.0452 0.1090 0.1365 -0.0622
C 3.94242 -3.35635 0.37413 0.0605 -0.0280 -0.0538 -0.0423
C 3.03993 -3.85747 -0.55104 0.0534 -0.0027 -0.0454 -0.0426
C 1.71917 -3.43985 -0.53248 -0.0845 0.0425 0.0956 -0.0683
C 1.29621 -2.48582 0.39070 0.1888 0.2682 0.2024 -0.3628
P -0.45110 -1.97041 0.40908 0.0013 -0.7321 0.2606 1.0157
C -0.98116 -2.10722 2.15023 0.0007 0.2946 -0.1186 -0.3914
C -0.39706 -2.99433 3.05248 0.0059 0.1033 -0.0693 -0.0992
C -0.87430 -3.06405 4.35141 0.0173 -0.0587 0.0443 -0.0527
C -1.92769 -2.25760 4.75646 -0.0063 0.0161 -0.0058 -0.0606
C -2.51657 -1.37978 3.85761 -0.0815 0.0239 0.0139 -0.0665
C -2.04704 -1.30803 2.55643 0.1210 -0.0389 -0.0765 -0.1127
C -1.36011 -3.35294 -0.34066 0.0080 0.1913 -0.2217 -0.3563
C -1.24332 -4.64279 0.17887 -0.0565 0.0240 -0.0470 -0.0836
C -2.00033 -5.66803 -0.35893 0.0520 -0.0285 0.0563 -0.0589
C -2.87309 -5.41481 -1.41088 -0.0405 0.0152 -0.0351 -0.0618
C -2.98439 -4.13714 -1.93409 -0.0492 -0.0484 -0.0179 -0.0588
C -2.22852 -3.10384 -1.39870 0.1481 0.0174 0.0826 -0.0809
C 2.54957 0.84290 1.54178 -0.3277 0.0316 -0.0024 -0.3792
C 3.92875 0.97415 1.57993 0.0573 -0.0757 0.1022 -0.0571
C 4.52623 2.12226 1.09071 0.0074 -0.0842 0.0121 -0.0387
C 3.74002 3.15992 0.60642 0.0008 0.0597 -0.0235 -0.0418
C 2.36122 3.04435 0.59968 0.0511 -0.0367 -0.0051 -0.0777
C 1.74799 1.87038 1.03903 -0.0383 -0.1263 0.0328 -0.3581
P -0.08099 1.73473 1.07360 0.5263 0.8830 -0.4191 1.0509
C -0.42302 3.13439 2.21038 -0.2335 -0.3300 0.2253 -0.3436
C -0.69190 4.42301 1.75467 -0.0236 -0.0508 0.0349 -0.0826
C -0.77292 5.46573 2.66509 -0.0018 0.0344 0.0202 -0.0608
C -0.59981 5.22934 4.02165 0.0168 0.0073 -0.0327 -0.0631
C -0.36004 3.94099 4.47712 0.0064 -0.0189 0.0605 -0.0628
C -0.27089 2.89393 3.57466 -0.0332 -0.0801 -0.0536 -0.0843
C -0.69969 2.44674 -0.50886 0.0165 0.2243 0.1804 -0.4829
C -2.09707 2.61434 -0.54224 0.0991 0.1631 0.0578 -0.1466
C -2.70957 3.17667 -1.64574 -0.0394 -0.0225 0.0414 -0.0712
C -1.94316 3.56699 -2.73737 0.0282 -0.0338 0.0151 -0.0427
C -0.56794 3.38520 -2.72511 0.0140 -0.0047 -0.1044 -0.0449
C 0.05917 2.82591 -1.62273 0.0099 -0.0485 0.1041 -0.0944
H 4.23941 -2.02166 2.02795 -0.0251 0.0615 -0.0017 0.1132
H 4.96507 -3.70926 0.37904 -0.0074 -0.0200 0.0302 0.1164
H 3.36156 -4.58861 -1.28053 -0.0159 -0.0163 0.0127 0.1168
H 1.00451 -3.86309 -1.22609 0.0458 -0.0121 -0.0177 0.1138
H 0.44136 -3.61249 2.75834 0.0336 -0.0012 -0.0115 0.1113
H -0.41555 -3.74791 5.05304 0.0108 0.0098 -0.0036 0.1153
H -2.28861 -2.31237 5.77476 -0.0007 0.0004 -0.0019 0.1117
H -3.34049 -0.75226 4.17203 0.0033 -0.0068 -0.0118 0.1100
H -2.49762 -0.62649 1.84257 -0.0550 0.0446 0.0637 0.0854
H -0.56309 -4.84417 0.99562 -0.0178 -0.0316 0.0324 0.1056
H -1.91455 -6.66778 0.04586 0.0052 0.0014 -0.0074 0.1122
H -3.46880 -6.21990 -1.82035 0.0131 -0.0033 -0.0092 0.1115
H -3.65954 -3.94346 -2.75710 0.0097 0.0203 0.0006 0.1115
H -2.29927 -2.10259 -1.80158 -0.0417 -0.0946 -0.0614 0.0590
H 4.52844 0.19350 2.02763 0.0086 0.0020 0.0097 0.1110
H 5.60381 2.21551 1.11417 -0.0051 0.0309 0.0000 0.1172
H 4.20510 4.07241 0.25709 -0.0120 -0.0015 -0.0076 0.1165
H 1.75769 3.87805 0.26466 -0.0034 0.0050 0.0118 0.1100
H -0.84014 4.62238 0.70190 0.0390 0.0102 -0.0060 0.1043
H -0.97063 6.46860 2.30984 0.0017 -0.0023 0.0037 0.1119
H -0.64746 6.05150 4.72306 -0.0428 -0.0089 0.0065 0.1117
H -0.24395 3.75101 5.53582 0.0270 -0.0027 -0.0085 0.1127
H -0.07558 1.88548 3.92455 0.0127 0.0240 0.0496 0.1067
H -2.68065 2.34148 0.33244 -0.0627 -0.0072 -0.0549 0.1142
H -3.78398 3.30219 -1.66130 0.0036 0.0295 0.0056 0.1191
H -2.42059 4.01187 -3.60017 -0.0035 -0.0209 -0.0106 0.1182
H 0.02268 3.67853 -3.58321 0.0070 -0.0150 0.0082 0.1197
H 1.13364 2.69211 -1.61574 -0.0107 -0.0644 -0.0860 0.0939
B -0.02833 -0.20338 -4.43424 0.0994 -0.2922 0.1388 -0.4075
N -1.45520 0.06206 -3.87515 -0.1233 0.1711 -0.2476 -0.0626
C -2.55943 0.08788 -4.63021 -0.0242 0.0464 0.0630 -0.0667
C -3.66890 0.13908 -3.80169 -0.0746 -0.0176 0.1484 -0.0427
C -3.13445 0.15248 -2.51909 0.0128 0.0438 -0.2810 -0.1840
N -1.79662 0.11110 -2.58818 -0.1914 -0.1959 0.7449 -0.0604
N 1.04679 0.21334 -3.39298 0.0095 0.3029 -0.2084 -0.0795
C 2.23526 0.73116 -3.72282 0.0683 0.0653 0.1223 -0.0720
C 3.08637 0.64286 -2.63228 0.0043 -0.0053 0.0980 -0.0343
C 2.31500 0.03679 -1.64788 0.1513 -0.0407 -0.3842 -0.1476
N 1.09190 -0.22897 -2.12533 -0.0985 -0.0360 0.7598 -0.0199
H 0.08815 -1.38653 -4.63281 -0.0178 -0.0675 -0.0223 0.0717
H 0.12853 0.45408 -5.42268 0.0242 0.0828 -0.0740 0.0739
H -2.48490 0.06984 -5.70453 0.0356 -0.0268 0.0081 0.1305
H -4.70918 0.16661 -4.07495 0.0305 0.0146 -0.0584 0.1005
H -3.64133 0.19981 -1.56897 0.0239 0.0064 0.0427 0.1101
H 2.42071 1.11105 -4.71347 -0.0941 -0.0750 -0.0386 0.1285
H 4.11312 0.95853 -2.56696 -0.0088 -0.0198 -0.0114 0.1018
H 2.59628 -0.25225 -0.65407 -0.0330 0.0160 0.0612 0.0792
```
Forces are in eV/Å.

## Properties
Multiplicity   3
HOMO energy (alpha / beta)   -10.69 / -11.17 eV
E_tot   -85709.366 eV
HOMO-LUMO gap (alpha / beta)   8.1 / 6.3 eV
Net charge   +1

Q: Among the records above, which one has the lowest E_tot?
A: C14H17ClF6NO6S2Si

Q: multiplicity of number 3 (C3H4N2O)?
A: 1

Q: Which formula does entry 3 have?
A: C3H4N2O

Q: Number 4 is which compound?
A: C42H36BN4OP2PdS